Entry 1:
Density functional theory data (ωB97M-V/def2-TZVPD) for C5H6N2 in the gas phase in a non-equilibrium geometry.

Last column: Mulliken charge in e.
Element x y z (Å)
C: 1.51 0.31 0.17  -0.299
C: 0.59 1.24 -0.11  -0.273
C: -0.79 0.54 -0.45  -0.219
C: -1.56 -0.14 0.53  -0.256
N: -1.00 -0.94 -0.47  -0.308
N: 0.21 -1.63 -0.30  -0.437
C: 1.28 -1.17 0.01  -0.021
H: 2.62 0.78 0.09  0.197
H: 0.52 2.28 -0.51  0.304
H: -1.42 1.07 -0.99  0.449
H: -1.37 -0.48 1.62  0.263
H: -2.75 -0.07 0.27  0.189
H: 2.16 -1.79 0.13  0.411

* spin multiplicity: 1
* total energy: -303.445853 a.u.
* highest occupied orbital energy: -0.314 hartree

Entry 2:
Density functional theory data (ωB97M-V/def2-TZVPD) for C5H6N2 in the gas phase in a non-equilibrium geometry.

Last column: Mulliken charge in e.
Element x y z (Å)
N: 2.18 -1.67 1.10  -0.455
C: 1.56 -0.71 0.95  0.081
C: 0.83 0.51 0.53  0.195
C: 0.32 0.27 -0.90  -0.670
C: -0.93 -0.54 -0.54  -0.505
C: -1.38 0.39 0.55  -0.059
N: -0.43 0.87 1.25  -0.561
H: 1.52 1.35 0.66  0.342
H: 1.00 -0.19 -1.61  0.370
H: 0.01 1.25 -1.28  0.284
H: -1.62 -0.79 -1.35  0.332
H: -0.67 -1.49 -0.03  0.254
H: -2.40 0.74 0.67  0.391

* spin multiplicity: 1
* total energy: -303.591106 a.u.
* highest occupied orbital energy: -0.384 hartree

Entry 3:
Density functional theory data (ωB97M-V/def2-TZVPD) for C5H6N2 in the gas phase in a non-equilibrium geometry.

Last column: Mulliken charge in e.
Element x y z (Å)
H: -1.14 2.67 -0.08  0.311
N: -0.28 2.17 0.01  -0.572
C: -0.61 0.93 -0.13  0.287
N: -1.98 0.46 0.00  -0.610
C: -1.79 -0.83 0.02  -0.268
C: -0.39 -1.31 -0.09  -0.610
C: 0.36 -0.21 -0.09  0.803
C: 1.81 -0.07 0.00  -1.136
H: -2.63 -1.47 0.16  0.435
H: 0.03 -2.28 -0.06  0.449
H: 2.27 -1.05 -0.05  0.347
H: 2.07 0.33 1.00  0.246
H: 2.26 0.64 -0.67  0.320

* spin multiplicity: 1
* total energy: -303.590706 a.u.
* highest occupied orbital energy: -0.356 hartree

Entry 4:
Density functional theory data (ωB97M-V/def2-TZVPD) for C5H6N2 in the gas phase in a non-equilibrium geometry.

Last column: Mulliken charge in e.
Element x y z (Å)
C: -0.69 -0.26 -1.40  -0.299
N: -1.54 0.68 -0.89  -0.496
C: -1.24 0.97 0.40  -0.283
N: 0.14 0.49 0.57  0.073
C: 0.46 -0.18 -0.53  0.291
C: 1.44 -1.13 0.03  -0.534
C: 1.08 -0.27 1.45  -0.556
H: -0.60 -0.72 -2.43  0.301
H: -1.81 1.60 0.96  0.444
H: 2.53 -1.44 -0.37  0.247
H: 1.17 -2.11 0.36  0.240
H: 0.27 -0.67 2.06  0.375
H: 1.88 0.40 1.98  0.197

* spin multiplicity: 1
* total energy: -303.494744 a.u.
* highest occupied orbital energy: -0.303 hartree

Entry 5:
Density functional theory data (ωB97M-V/def2-TZVPD) for C5H6N2 in the gas phase in a non-equilibrium geometry.

Last column: Mulliken charge in e.
Element x y z (Å)
N: 1.96 -0.18 1.86  -0.464
C: 1.50 0.09 0.83  0.113
C: 1.07 0.38 -0.54  -0.049
C: -0.09 -0.45 -1.00  0.190
C: -0.62 -1.07 0.26  -0.897
C: -0.97 0.97 0.40  -0.337
N: -0.23 0.98 -0.81  -0.400
H: 1.87 0.68 -1.21  0.361
H: -0.11 -0.87 -2.00  0.400
H: -1.64 -1.34 0.43  0.278
H: 0.01 -1.96 0.52  0.257
H: -2.05 0.90 0.26  0.287
H: -0.71 1.87 1.01  0.259

* spin multiplicity: 1
* total energy: -303.460174 a.u.
* highest occupied orbital energy: -0.340 hartree

Entry 6:
Density functional theory data (ωB97M-V/def2-TZVPD) for C5H6N2 in the gas phase.

Last column: Mulliken charge in e.
Element x y z (Å)
C: 0.49 -1.43 -0.31  -0.167
C: 0.03 -1.57 -1.72  -0.637
C: -1.13 0.34 -0.24  -0.239
N: -1.34 1.56 0.15  -0.609
C: -0.29 1.83 0.99  -0.392
C: 0.56 0.77 1.10  -0.247
N: 0.01 -0.20 0.29  0.143
H: 1.59 -1.39 -0.46  0.328
H: 0.27 -2.30 0.32  0.284
H: 0.19 -0.56 -2.17  0.300
H: -1.74 -0.27 -0.91  0.466
H: -0.22 2.79 1.48  0.383
H: 1.45 0.60 1.69  0.385

* spin multiplicity: 1
* total energy: -303.470752 a.u.
* highest occupied orbital energy (spin up / spin down): -0.331 / -0.333 hartree

Entry 7:
Density functional theory data (ωB97M-V/def2-TZVPD) for C5H6N2 in the gas phase in a non-equilibrium geometry.

Last column: Mulliken charge in e.
Element x y z (Å)
C: 0.88 -2.17 0.25  -0.713
C: 0.75 -0.85 0.84  -0.055
C: 0.49 -2.33 -0.95  0.510
C: 0.30 1.52 0.41  -0.107
C: -1.12 2.13 0.64  -1.029
N: -0.08 -2.58 -2.02  -0.481
N: 0.53 0.28 0.53  0.005
H: 1.32 -2.98 0.83  0.368
H: 0.97 2.29 0.18  0.357
H: -1.15 2.90 1.52  0.233
H: -1.88 1.47 0.88  0.335
H: -1.34 2.75 -0.18  0.293
H: 0.34 -2.43 -2.92  0.283

* spin multiplicity: 1
* total energy: -303.481497 a.u.
* highest occupied orbital energy: -0.264 hartree

Entry 8:
Density functional theory data (ωB97M-V/def2-TZVPD) for C5H6N2 in the gas phase in a non-equilibrium geometry.

Last column: Mulliken charge in e.
Element x y z (Å)
N: -0.84 0.86 2.64  -0.469
C: -1.06 0.56 1.55  0.230
C: -1.31 0.06 0.21  0.030
C: -0.45 0.25 -0.99  -0.183
C: 1.03 0.36 -0.78  -0.423
C: 0.91 -0.73 0.29  -0.492
N: -0.49 -1.09 -0.30  -0.544
H: -2.38 0.02 -0.01  0.383
H: -0.94 0.45 -1.94  0.352
H: 1.47 -0.16 -1.65  0.259
H: 1.54 1.31 -0.65  0.315
H: 1.78 -1.40 0.30  0.282
H: 0.75 -0.48 1.33  0.262

* spin multiplicity: 1
* total energy: -303.529211 a.u.
* highest occupied orbital energy: -0.362 hartree